No. 1
The molecule C3H3NOS2, computed with ωB97M-V with the def2-TZVPD basis set.

Its total energy is -28365.8899 eV. The molecular weight is 133.20 Da. The calculation puts the HOMO energy at -0.33454 Eh. Its frontier orbital gap is 0.3581 hartree.

Bonds (Å) are listed after each position.
Geometry (Å):
1 H -1.46356 -2.77080 -0.39135  S5 1.354
2 H -1.47053 -0.61038 1.17742  C3 1.105
3 C -0.65030 -0.25213 0.52893  H2 1.105, C4 1.435, C7 1.357
4 C -0.07134 -0.92620 -0.59783  C3 1.435, S5 1.756, N9 1.307
5 S -0.47617 -2.49419 -1.27592  H1 1.354, C4 1.756
6 S -0.03399 2.26466 1.66348  C7 1.745, H8 1.338
7 C 0.06624 0.89876 0.58174  C3 1.357, S6 1.745, O10 1.333
8 H 0.94880 2.95147 1.06999  S6 1.338
9 N 0.89876 -0.23737 -1.13971  C4 1.307, O10 1.387
10 O 0.97360 0.93014 -0.39452  C7 1.333, N9 1.387

Now the Mulliken charges, all in e: atom 1 (H): 0.129, atom 2 (H): 0.298, atom 3 (C): -0.247, atom 4 (C): 0.551, atom 5 (S): -0.215, atom 6 (S): -0.234, atom 7 (C): 0.184, atom 8 (H): 0.157, atom 9 (N): -0.465, atom 10 (O): -0.159



No. 2
A cluster of 2 separate species, C3H3NS in total, computed with ωB97M-V with the def2-TZVPD basis set.

Its total energy is -15480.8094 eV. The molecular weight is 85.13 Da. The calculation puts the HOMO energy (spin up / spin down) at -0.34770 / -0.34771 Eh. Its frontier orbital gap (spin up / spin down) is 0.2796 / 0.2796 hartree.

Bonds (Å) are listed after each position.
Geometry (Å):
1 C 0.21857 -0.06781 -0.46626  C2 1.428, C3 1.484, H4 1.011
2 C 1.28647 -0.09533 0.48196  C1 1.428, N5 1.142
3 C -1.09711 -0.10207 0.21944  C1 1.484, S6 1.600, H7 1.073
4 H 0.20024 -0.72712 -1.23298  C1 1.011
5 N 2.11331 -0.23243 1.25723  C2 1.142
6 S -1.52760 0.51309 1.63229  C3 1.600
7 H -1.75113 -0.64970 -0.43174  C3 1.073
8 H 0.55725 1.36136 -1.45994  no bonds

Now the Mulliken charges, all in e: atom 1 (C): -0.455, atom 2 (C): 0.308, atom 3 (C): -0.163, atom 4 (H): 0.307, atom 5 (N): -0.313, atom 6 (S): -0.189, atom 7 (H): 0.269, atom 8 (H): 0.237



No. 3
The molecule C3H3NS2, computed with ωB97M-V with the def2-TZVPD basis set.

Its total energy is -26316.7905 eV. The molecular weight is 117.20 Da. The calculation puts the HOMO energy at -0.32126 Eh. Its frontier orbital gap is 0.2915 hartree.

Bonds (Å) are listed after each position.
Geometry (Å):
1 C -0.23522 0.55208 0.57326  S3 1.557, C7 1.455
2 H 1.28582 -0.06529 1.50333  C7 1.070
3 S -1.73109 0.82609 0.24146  C1 1.557, N8 2.080
4 H 1.54705 0.27322 -0.28751  C7 1.109
5 S 0.05877 -1.90221 -1.33210  C9 1.543
6 H 1.53903 1.64217 1.02537  C7 1.101
7 C 1.21128 0.64128 0.70359  C1 1.455, H2 1.070, H4 1.109, H6 1.101
8 N -2.29403 -0.61591 -1.14813  S3 2.080, C9 1.179
9 C -1.38161 -1.35143 -1.27927  S5 1.543, N8 1.179

Now the Mulliken charges, all in e: atom 1 (C): 0.145, atom 2 (H): 0.284, atom 3 (S): -0.033, atom 4 (H): 0.214, atom 5 (S): -0.442, atom 6 (H): 0.305, atom 7 (C): -0.500, atom 8 (N): -0.561, atom 9 (C): 0.588



No. 4
The molecule C3H3NS2, computed with ωB97M-V with the def2-TZVPD basis set.

Its total energy is -26317.3280 eV. The molecular weight is 117.20 Da. The calculation puts the HOMO energy at -0.32250 Eh. Its frontier orbital gap is 0.3129 hartree.

Bonds (Å) are listed after each position.
Geometry (Å):
1 N 0.51971 -0.95452 0.00345  C4 1.364, H5 0.979, S6 1.786
2 S -2.05523 -0.73904 0.02163  C4 1.609
3 C -0.35637 1.27325 -0.04975  C4 1.419, C8 1.207
4 C -0.56686 -0.12944 -0.01680  N1 1.364, S2 1.609, C3 1.419
5 H 0.29278 -1.89905 -0.11757  N1 0.979
6 S 2.18263 -0.30611 -0.06484  N1 1.786, H9 1.311
7 H -0.36404 3.53402 0.05086  C8 1.059
8 C -0.41060 2.47811 -0.00802  C3 1.207, H7 1.059
9 H 2.39780 0.03757 1.18143  S6 1.311

Now the Mulliken charges, all in e: atom 1 (N): -0.258, atom 2 (S): -0.330, atom 3 (C): -0.630, atom 4 (C): 0.460, atom 5 (H): 0.231, atom 6 (S): -0.127, atom 7 (H): 0.424, atom 8 (C): 0.074, atom 9 (H): 0.155